Record 1
A gas-phase ion, C19H25N2O (charge +1), computed with ωB97M-V/def2-TZVPD.

Gap between HOMO and LUMO (eV): 8.9
ΔE to the lowest compared entry with this formula, charge and spin (eV): 0.000
Total energy (eV): -25131.520
HOMO (eV): -11.393
SMILES: CCC[C@@H](C)[NH2+]CC(=O)Nc1ccccc1-c1ccccc1
Net charge: +1

Last columns: bonded neighbours and bond lengths (Å).
Positions of all 47 atoms, in Å:
1 C 6.364 0.331 -0.747  C2 1.523, H23 1.086, H24 1.087, H25 1.087
2 C 5.278 0.328 0.322  C1 1.523, C3 1.531, H26 1.090, H27 1.091
3 C 3.900 0.065 -0.293  C2 1.531, C4 1.528, H28 1.091, H29 1.093
4 C 2.806 -0.056 0.766  C3 1.528, C5 1.521, N6 1.499, H30 1.095
5 C 2.502 1.246 1.490  C4 1.521, H31 1.085, H32 1.088, H33 1.087
6 N 1.549 -0.597 0.152  C4 1.499, C7 1.470, H34 1.021, H35 1.096
7 C 0.834 0.236 -0.826  N6 1.470, C8 1.554, H36 1.090, H37 1.089
8 C -0.558 0.461 -0.173  C7 1.554, O9 1.225, N10 1.321
9 O -0.710 -0.041 0.935  C8 1.225
10 N -1.441 1.161 -0.863  C8 1.321, C11 1.430, H38 1.011
11 C -2.788 1.393 -0.443  N10 1.430, C12 1.387, C16 1.396
12 C -3.269 2.694 -0.469  C11 1.387, C13 1.382, H39 1.080
13 C -4.556 2.960 -0.040  C12 1.382, C14 1.386, H40 1.078
14 C -5.354 1.926 0.423  C13 1.386, C15 1.382, H41 1.079
15 C -4.875 0.630 0.434  C14 1.382, C16 1.393, H42 1.079
16 C -3.589 0.335 -0.012  C11 1.396, C15 1.393, C17 1.473
17 C -3.122 -1.062 -0.053  C16 1.473, C18 1.393, C22 1.391
18 C -2.595 -1.598 -1.226  C17 1.393, C19 1.383, H43 1.082
19 C -2.159 -2.910 -1.261  C18 1.383, C20 1.385, H44 1.081
20 C -2.240 -3.701 -0.126  C19 1.385, C21 1.385, H45 1.079
21 C -2.771 -3.177 1.040  C20 1.385, C22 1.383, H46 1.079
22 C -3.215 -1.867 1.077  C17 1.391, C21 1.383, H47 1.079
23 H 7.332 0.522 -0.294  C1 1.086
24 H 6.175 1.106 -1.486  C1 1.087
25 H 6.409 -0.629 -1.256  C1 1.087
26 H 5.275 1.291 0.832  C2 1.090
27 H 5.498 -0.444 1.061  C2 1.091
28 H 3.669 0.872 -0.991  C3 1.091
29 H 3.954 -0.866 -0.863  C3 1.093
30 H 3.112 -0.806 1.504  C4 1.095
31 H 3.322 1.487 2.159  C5 1.085
32 H 1.601 1.152 2.092  C5 1.088
33 H 2.382 2.079 0.803  C5 1.087
34 H 1.728 -1.533 -0.213  N6 1.021
35 H 0.760 -0.660 0.910  N6 1.096
36 H 0.724 -0.265 -1.787  C7 1.090
37 H 1.340 1.189 -0.975  C7 1.089
38 H -1.155 1.618 -1.719  N10 1.011
39 H -2.632 3.494 -0.816  C12 1.080
40 H -4.930 3.971 -0.061  C13 1.078
41 H -6.356 2.131 0.768  C14 1.079
42 H -5.505 -0.179 0.769  C15 1.079
43 H -2.558 -0.993 -2.122  C18 1.082
44 H -1.768 -3.321 -2.181  C19 1.081
45 H -1.901 -4.725 -0.156  C20 1.079
46 H -2.845 -3.793 1.924  C21 1.079
47 H -3.618 -1.455 1.989  C22 1.079

These are the natural (NBO) partial charges, in e, on atoms 1 to 8: C -0.6011; C -0.3923; C -0.4165; C -0.0295; C -0.6448; N -0.5379; C -0.3352; C 0.6847


Record 2
A gas-phase ion, C3H8ClN2O (charge +1) at a distorted geometry, computed with ωB97M-V/def2-TZVPD.

Gap between HOMO and LUMO (eV): 8.0
ΔE to the lowest compared entry with this formula, charge and spin (eV): 2.971
Total energy (eV): -20781.029
HOMO (eV): -13.414
SMILES: CNOC/[NH+]=C/Cl
Net charge: +1

Last columns: bonded neighbours and bond lengths (Å).
Positions of all 15 atoms, in Å:
1 C 0.847 1.627 -0.445  N2 1.486, H8 1.072, H9 1.059, H10 1.142
2 N 0.771 0.314 0.248  C1 1.486, O3 1.364, H11 1.004
3 O 0.579 -0.659 -0.687  N2 1.364, C4 1.416
4 C -0.239 -1.646 -0.084  O3 1.416, N5 1.410, H12 1.023, H13 1.106
5 N -1.599 -1.282 -0.163  C4 1.410, C6 1.290, H14 0.971
6 C -2.146 -0.486 0.693  N5 1.290, Cl7 1.694, H15 1.106
7 Cl -3.504 0.394 0.191  C6 1.694
8 H 1.215 2.393 0.209  C1 1.072
9 H 1.368 1.626 -1.367  C1 1.059
10 H -0.266 1.827 -0.595  C1 1.142
11 H 1.545 0.090 0.846  N2 1.004
12 H 0.066 -1.830 0.875  C4 1.023
13 H -0.108 -2.630 -0.571  C4 1.106
14 H -1.992 -1.338 -1.048  N5 0.971
15 H -1.718 -0.463 1.713  C6 1.106

These are the natural (NBO) partial charges, in e, on atoms 1 to 8: C -0.4230; N -0.3607; O -0.3475; C 0.0598; N -0.4541; C 0.2094; Cl 0.1922; H 0.2294


Record 3
C17H20N4O3 in the gas phase at a distorted geometry, computed with ωB97M-V/def2-TZVPD.

Gap between HOMO and LUMO (eV): 8.8
ΔE to the lowest compared entry with this formula, charge and spin (eV): 17.203
Total energy (eV): -30042.407
HOMO (eV): -8.785
SMILES: CCOC(=O)C1CCN(C(=O)Nc2ccc3nccnc3c2)CC1

Last columns: bonded neighbours and bond lengths (Å).
Positions of all 44 atoms, in Å:
1 C -4.067 -3.341 -0.103  C2 1.580, H25 0.982, H26 1.137, H27 1.263
2 C -3.987 -2.272 -1.264  C1 1.580, O3 1.190, H28 1.094, H29 1.191
3 O -3.597 -1.202 -0.921  C2 1.190, C4 1.549
4 C -4.516 -0.333 -0.026  O3 1.549, O5 1.269, C6 1.578
5 O -5.702 -0.647 0.300  C4 1.269
6 C -3.801 1.033 0.310  C4 1.578, C7 1.538, C24 1.397, H30 1.127
7 C -2.817 0.664 1.433  C6 1.538, C8 1.470, H31 1.169, H32 1.296
8 C -1.486 0.450 0.845  C7 1.470, N9 1.299, H33 1.251, H34 0.960
9 N -0.846 1.353 0.165  C8 1.299, C10 1.391, C23 1.573
10 C 0.446 1.806 -0.076  N9 1.391, O11 1.206, N12 1.447
11 O 0.780 2.730 -0.776  C10 1.206
12 N 1.193 0.619 0.282  C10 1.447, C13 1.517, H35 0.944
13 C 2.676 0.407 0.049  N12 1.517, C14 1.606, C22 1.258
14 C 3.509 1.708 -0.389  C13 1.606, C15 1.318, H36 0.944
15 C 4.776 1.744 -0.750  C14 1.318, C16 1.612, H37 1.059
16 C 5.361 0.393 -0.093  C15 1.612, N17 1.416, C21 1.243
17 N 6.755 0.353 -0.337  C16 1.416, C18 1.306
18 C 7.175 -0.836 0.001  N17 1.306, C19 1.410, H38 1.142
19 C 6.470 -2.050 0.131  C18 1.410, N20 1.331, H39 1.187
20 N 5.189 -1.932 0.472  C19 1.331, C21 1.399
21 C 4.742 -0.675 0.050  C16 1.243, N20 1.399, C22 1.555
22 C 3.210 -0.699 0.321  C13 1.258, C21 1.555, H40 0.892
23 C -1.821 2.548 -0.140  N9 1.573, C24 1.632, H41 0.985, H42 0.904
24 C -3.114 1.720 -0.694  C6 1.397, C23 1.632, H43 0.944, H44 1.185
25 H -3.247 -3.400 0.435  C1 0.982
26 H -4.875 -3.107 0.661  C1 1.137
27 H -4.509 -4.422 -0.584  C1 1.263
28 H -3.336 -2.435 -2.128  C2 1.094
29 H -5.110 -2.133 -1.638  C2 1.191
30 H -4.487 1.547 1.041  C6 1.127
31 H -3.070 -0.285 2.066  C7 1.169
32 H -2.743 1.660 2.259  C7 1.296
33 H -0.733 0.125 1.790  C8 1.251
34 H -1.572 -0.364 0.345  C8 0.960
35 H 0.804 -0.241 0.318  N12 0.944
36 H 2.938 2.436 -0.571  C14 0.944
37 H 5.422 2.580 -0.826  C15 1.059
38 H 8.288 -1.043 -0.147  C18 1.142
39 H 7.009 -3.045 0.487  C19 1.187
40 H 2.687 -1.403 0.482  C22 0.892
41 H -2.150 3.045 0.645  C23 0.985
42 H -1.381 3.134 -0.670  C23 0.904
43 H -2.721 1.296 -1.440  C24 0.944
44 H -3.741 2.512 -1.314  C24 1.185

These are the natural (NBO) partial charges, in e, on atoms 1 to 8: C -0.6315; C -0.0267; O -0.5362; C 0.8075; O -0.5476; C -0.3624; C -0.3580; C -0.2145


Record 4
2 unconnected molecules or ions with the total composition C4H14N2O at a distorted geometry, computed with ωB97M-V/def2-TZVPD.

Gap between HOMO and LUMO (eV): 10.0
ΔE to the lowest compared entry with this formula, charge and spin (eV): 4.704
Total energy (eV): -9381.861
HOMO (eV): -16.835
Net charge: +2

Last columns: bonded neighbours and bond lengths (Å).
Positions of all 21 atoms, in Å:
1 C -0.552 0.905 0.127  C2 1.446, N6 1.462, H7 1.235, H8 1.051
2 C 0.528 0.338 0.902  C1 1.446, C3 1.494, H9 1.067, H10 1.100
3 C 1.210 -0.892 0.398  C2 1.494, C4 1.369, H11 1.114
4 C 2.327 -1.461 0.947  C3 1.369, N5 1.494, H12 1.128
5 N 3.177 -2.428 0.188  C4 1.494, H13 1.072, H14 1.056, H15 0.991
6 N -1.627 0.270 -0.633  C1 1.462, H16 0.982, H18 1.037
7 H -0.126 1.391 -0.926  C1 1.235
8 H -1.131 1.645 0.599  C1 1.051
9 H 0.221 0.371 1.923  C2 1.067
10 H 1.316 1.105 0.914  C2 1.100
11 H 0.778 -1.022 -0.621  C3 1.114
12 H 3.099 -1.179 1.719  C4 1.128
13 H 4.134 -2.795 0.505  N5 1.072
14 H 3.463 -1.966 -0.717  N5 1.056
15 H 2.729 -3.283 -0.038  N5 0.991
16 H -1.389 -0.065 -1.526  N6 0.982
17 H -4.827 2.626 -1.461  O21 0.913
18 H -1.916 -0.530 -0.040  N6 1.037
19 H -3.194 2.828 -0.646  O21 0.976
20 H -4.142 1.601 -0.670  O21 0.983
21 O -4.077 2.542 -0.946  H17 0.913, H19 0.976, H20 0.983

These are the natural (NBO) partial charges, in e, on atoms 1 to 8: C -0.2039; C -0.5120; C -0.1210; C -0.0816; N -0.7109; N -0.8752; H 0.1778; H 0.2000


Record 5
2 unconnected molecules or ions with the total composition C4H10NO, computed with ωB97M-V/def2-TZVPD.

Gap between HOMO and LUMO (eV): 10.1
ΔE to the lowest compared entry with this formula, charge and spin (eV): 0.824
Total energy (eV): -7840.493
HOMO (eV): -14.553
Net charge: +1

Last columns: bonded neighbours and bond lengths (Å).
Positions of all 16 atoms, in Å:
1 C 0.285 1.997 -1.480  N3 1.460, H4 1.085, H5 1.084, H6 1.084
2 C 0.916 -0.136 -2.424  N3 1.266, H7 1.081, H8 1.080
3 N 0.408 0.542 -1.483  C1 1.460, C2 1.266, H9 1.054
4 H 0.738 2.365 -0.566  C1 1.085
5 H -0.765 2.261 -1.525  C1 1.084
6 H 0.823 2.410 -2.325  C1 1.084
7 H 1.290 0.372 -3.301  C2 1.081
8 H 0.953 -1.211 -2.322  C2 1.080
9 H 0.045 0.036 -0.633  N3 1.054
10 O -0.646 -0.730 0.649  C11 1.220
11 C -0.119 -0.641 1.746  O10 1.220, C12 1.472, H13 1.103
12 C -0.744 -1.108 2.994  C11 1.472, H14 1.084, H15 1.086, H16 1.091
13 H 0.887 -0.198 1.837  C11 1.103
14 H -1.733 -1.514 2.817  C12 1.084
15 H -0.797 -0.287 3.703  C12 1.086
16 H -0.095 -1.857 3.453  C12 1.091

These are the natural (NBO) partial charges, in e, on atoms 1 to 8: C -0.4324; C 0.1130; N -0.3858; H 0.2394; H 0.2496; H 0.2294; H 0.2185; H 0.2308


Record 6
2 unconnected molecules or ions with the total composition C2H8NO2 at a distorted geometry, computed with ωB97M-V/def2-TZVPD.

Gap between HOMO and LUMO (eV): 7.0
ΔE to the lowest compared entry with this formula, charge and spin (eV): 1.134
Total energy (eV): -7788.051
HOMO (eV): -2.593
Net charge: -1

Last columns: bonded neighbours and bond lengths (Å).
Positions of all 13 atoms, in Å:
1 C 1.368 -0.641 -0.037  N2 1.457, H5 1.046, H6 1.087, H7 1.103
2 N 0.123 0.115 -0.046  C1 1.457, C3 1.474, H8 0.998
3 C -0.456 0.179 1.308  N2 1.474, O4 1.326, H9 1.186, H10 1.168
4 O 0.276 0.577 2.340  C3 1.326
5 H 2.099 0.044 -0.341  C1 1.046
6 H 1.396 -1.333 -0.875  C1 1.087
7 H 1.578 -0.877 1.020  C1 1.103
8 H 0.316 1.076 -0.235  N2 0.998
9 H -1.119 -0.800 1.387  C3 1.186
10 H -1.282 1.001 1.225  C3 1.168
11 H -0.801 -0.008 -1.475  O13 1.014
12 H -2.141 0.543 -1.958  O13 0.957
13 O -1.358 0.124 -2.313  H11 1.014, H12 0.957

These are the natural (NBO) partial charges, in e, on atoms 1 to 8: C -0.4525; N -0.6994; C 0.1401; O -0.9344; H 0.1720; H 0.1728; H 0.2346; H 0.3463